131
Properties=species:S:1:pos:R:3 method="wB97M-V/def2-TZVPD" homo_lumo_gap_ha=0.3352 e_lumo_ev=0.14 smiles="C1CCOC1.C1CCOC1.C1CCOC1.C1CCOC1.C1CCOC1.C1CCOC1.C1CCOC1.NC(N)=O.NC(N)=O.NC(N)=O.NC(N)=O.NC(N)=O" energy_ev=-74925.039
O 2.141 1.327 -4.563
O -3.648 2.368 0.214
O -3.158 2.052 -4.504
O 1.095 -4.288 2.062
O -2.458 -5.762 -2.137
O 3.334 3.719 3.114
O 3.542 -4.782 -2.234
O 0.479 1.225 1.027
O 1.374 1.302 5.280
O 4.336 -0.492 1.211
O 1.447 6.542 0.149
O -2.076 -2.730 3.935
N 0.889 -3.214 4.049
N 0.863 2.329 3.312
N 5.328 -2.539 1.238
N 4.519 1.706 3.229
N 0.357 0.071 3.638
N 3.908 2.501 1.217
N 2.498 -4.890 3.776
N 2.615 -3.990 -0.318
N 2.075 -6.091 -0.928
N 4.455 -1.668 -0.747
C 0.191 -1.018 0.275
C -2.887 -4.465 -1.726
C 2.805 -4.976 -1.262
C -3.375 0.402 -2.895
C -3.323 -2.537 3.257
C -3.815 -1.188 3.798
C -3.348 -1.215 5.245
C -0.586 1.231 0.113
C 1.553 5.459 1.081
C -2.340 3.519 1.796
C 1.854 6.098 -1.117
C 2.715 2.032 -5.642
C 1.932 4.540 -1.056
C -4.574 1.341 -2.791
C -2.564 2.059 2.213
C 0.776 1.275 4.196
C 0.494 1.746 -6.208
C 3.842 2.713 2.572
C 1.609 2.800 -6.359
C -3.087 0.630 -4.375
C 1.244 4.215 0.266
C 0.794 0.993 -4.908
C 4.650 -1.518 0.612
C -1.087 -0.215 0.000
C -3.893 1.832 1.515
C -1.156 -5.756 -2.745
C -2.862 3.562 0.348
C -1.928 -3.544 -2.485
C 1.496 -4.141 3.229
C 1.240 0.040 0.768
C -0.639 -4.330 -2.541
C -4.167 2.541 -3.626
C -2.219 -2.251 5.278
H -4.796 2.222 1.992
H -1.281 -1.731 5.487
H 2.025 0.231 0.037
H 0.621 -1.503 -0.601
H -4.064 0.770 1.306
H -3.755 0.141 -5.098
H -1.777 -0.434 0.817
H -3.905 -4.243 -2.050
H -1.591 -0.387 -0.947
H 3.532 2.671 -5.308
H -1.748 -2.552 -2.048
H -2.507 0.837 -2.397
H -2.815 4.219 2.487
H -3.504 4.439 0.222
H -2.042 3.501 -0.366
H 0.171 4.021 0.249
H 1.160 6.376 -1.917
H 0.458 -0.763 4.175
H -3.046 -0.192 5.500
H 2.003 -6.851 -1.579
H 0.152 -2.716 3.573
H -0.279 1.645 -0.854
H -2.594 2.006 3.306
H -0.515 -6.465 -2.223
H -3.277 -0.486 3.155
H 0.573 -0.074 -4.994
H -2.807 -4.357 -0.640
H 1.688 3.325 0.713
H 5.638 -3.357 0.758
H 4.955 -2.409 -1.195
H 1.388 3.691 -5.774
H 0.510 2.264 2.378
H 1.599 2.966 3.620
H 1.498 -6.137 -0.110
H -1.309 3.878 1.852
H -1.303 -5.996 -3.802
H -3.741 -0.582 -2.610
H 0.893 5.666 1.919
H 3.631 3.150 0.514
H -5.467 0.862 -3.208
H -4.895 -1.088 3.691
H -0.505 2.183 -6.258
H 2.892 -4.639 4.658
H 1.812 2.950 -7.412
H -4.120 -1.377 6.000
H 3.007 -3.079 -0.507
H 1.581 4.040 -1.962
H 1.672 -0.372 1.676
H 0.061 -1.683 1.117
H -5.028 3.071 -4.047
H 1.964 -4.141 0.448
H -1.757 1.372 1.958
H -4.017 -3.362 3.508
H 4.953 1.112 2.555
H -2.112 0.242 -4.690
H 0.132 1.364 -4.117
H 3.149 1.306 -6.341
H 2.846 6.492 -1.370
H -3.148 -2.656 2.186
H 0.525 1.059 -7.058
H 0.360 0.050 2.631
H 2.871 -5.651 3.241
H -0.121 -4.307 -1.581
H 3.922 -0.962 -1.219
H -0.041 -3.950 -3.369
H -1.428 1.848 0.443
H -3.789 3.310 -2.935
H 4.273 1.576 1.033
H 4.560 1.643 4.223
H 1.259 -3.072 4.963
H 3.001 4.302 -1.121
H 5.469 -2.447 2.227
H -2.431 -3.076 5.961
H 2.572 5.416 1.486
H -2.309 -3.220 -3.460
H -4.809 1.526 -1.742